[1]
{"formula": "C15H49N4O6", "method": "ωB97M-V with the def2-TZVPD basis set", "lumo_ev": -2.0, "spin_multiplicity": 1, "energy_ha": -1270.7181, "total_charge": 1, "relative_energy_kcal_mol": 8.8, "e_homo_ev": -12.0, "species": ["N", "H", "H", "H", "H", "C", "C", "C", "O", "C", "N", "H", "H", "H", "H", "H", "H", "H", "H", "H", "H", "H", "C", "C", "C", "O", "C", "N", "H", "H", "H", "H", "H", "H", "H", "H", "H", "H", "H", "C", "C", "C", "O", "C", "N", "H", "H", "H", "H", "H", "H", "H", "H", "H", "H", "H", "C", "O", "H", "H", "H", "H", "C", "O", "H", "H", "H", "H", "C", "O", "H", "H", "H", "H"], "xyz": [[-27.32950, -18.09322, 20.16788], [-27.96540, -18.55654, 20.66786], [-27.66223, -18.33489, 19.31005], [-26.26895, -18.55730, 20.38686], [-27.20217, -17.10388, 20.28086], [-30.61631, -21.43195, 19.64920], [-31.12586, -19.97900, 19.94968], [-31.14878, -19.76585, 21.48505], [-31.94154, -20.68093, 22.10910], [-32.23585, -20.39489, 23.42233], [-30.24092, -19.08230, 19.32344], [-31.35001, -22.22677, 19.90453], [-29.76615, -21.55283, 20.14827], [-30.41491, -21.52841, 18.65533], [-32.11917, -20.06005, 19.37193], [-31.44503, -18.72485, 21.43925], [-30.33678, -19.70066, 22.10304], [-31.18863, -20.30380, 24.00142], [-32.89665, -21.17299, 23.75367], [-32.80974, -19.43308, 23.43895], [-30.21176, -19.18507, 18.28578], [-30.67883, -18.19309, 19.44840], [-26.05884, -17.72988, 23.42522], [-26.74044, -18.99507, 23.90581], [-27.92033, -18.63797, 24.88864], [-27.49134, -18.21419, 26.14799], [-28.56666, -17.95916, 27.09567], [-27.14727, -19.77900, 22.74097], [-26.80714, -17.15956, 22.95095], [-25.19075, -17.91394, 22.81984], [-25.48051, -17.12731, 24.17193], [-25.93434, -19.66351, 24.41949], [-28.45436, -19.47055, 24.99122], [-28.54184, -17.74748, 24.39044], [-28.93575, -16.91561, 27.08952], [-28.02647, -17.67360, 27.92826], [-29.19937, -18.75225, 27.23653], [-27.61614, -20.45902, 23.19363], [-26.43056, -20.33911, 22.67071], [-28.79632, -15.90149, 15.63535], [-28.46555, -16.66598, 16.90866], [-28.61715, -18.27843, 16.43582], [-29.92448, -18.52803, 15.96658], [-30.17688, -19.85023, 15.65172], [-27.16769, -16.59722, 17.54126], [-28.52726, -14.86628, 16.02504], [-29.82632, -16.08753, 15.26410], [-28.15724, -16.12988, 14.77960], [-29.26974, -16.57209, 17.55275], [-28.48792, -18.73218, 17.26343], [-28.03550, -18.54304, 15.52617], [-30.11744, -20.43649, 16.59428], [-29.62360, -20.40073, 14.97027], [-31.14221, -20.14170, 15.42724], [-26.51582, -16.66840, 16.64745], [-26.99748, -15.50580, 17.59202], [-23.94595, -17.58156, 19.53177], [-24.65222, -16.57595, 20.17143], [-23.02023, -17.24107, 19.65893], [-24.20650, -17.85293, 18.47077], [-24.28584, -18.67054, 19.94533], [-24.09807, -15.91208, 20.63681], [-27.41086, -14.28523, 21.13549], [-28.43214, -15.16496, 21.34975], [-26.71683, -14.36704, 21.95268], [-27.84799, -13.09132, 21.05558], [-27.12508, -14.43416, 19.97924], [-28.65914, -15.06041, 22.27050], [-26.30041, -20.87790, 17.83142], [-25.75971, -19.59221, 17.69937], [-25.31888, -21.41687, 17.97715], [-26.76729, -21.34980, 16.81001], [-27.07654, -20.97662, 18.75703], [-25.99480, -19.31072, 16.76229]], "forces_ev_per_a": [[7.6, 0.0, 0.8], [-3.1, -1.8, 4.1], [-0.2, -0.3, -4.1], [-3.8, 1.5, -1.0], [-0.4, 0.7, 0.2], [-4.1, 0.9, 0.9], [-0.5, -5.1, -0.6], [-2.2, 1.3, -2.8], [-1.5, -1.2, -1.3], [1.5, 1.6, 0.8], [1.3, 1.4, -1.3], [0.4, 0.7, 0.1], [3.7, -0.9, 2.3], [0.5, -0.2, -3.0], [0.6, 1.0, 1.8], [-1.3, 0.8, 1.1], [3.7, -0.1, 0.5], [-2.4, -0.2, -0.6], [0.1, -0.4, 0.6], [0.6, -0.5, 0.5], [-0.3, -0.2, 1.2], [0.1, 1.2, -0.1], [1.7, 0.0, 1.6], [2.2, 0.7, 2.3], [1.7, 4.4, -2.1], [-0.3, 0.2, 0.2], [2.7, 2.9, -1.5], [-3.1, 4.9, -0.3], [-0.6, 1.1, -0.8], [0.0, -0.6, -1.2], [-1.4, -0.4, 0.2], [-1.4, 1.3, 0.0], [-2.9, -3.4, 0.3], [0.9, -1.9, 0.7], [-1.2, -0.5, -1.7], [1.4, -0.9, 2.5], [-1.8, -1.7, 0.2], [-3.8, -2.9, 1.4], [5.8, -3.2, -1.9], [0.9, 1.7, 1.1], [-0.6, -5.1, -4.0], [-1.3, 5.1, -5.5], [-1.1, 1.2, -0.4], [0.3, -1.2, 3.6], [2.1, 3.8, -3.1], [-1.0, -0.4, -1.4], [0.5, 0.6, 0.7], [0.4, -0.1, 0.3], [-1.4, 0.5, 1.8], [1.6, -4.2, 5.5], [0.9, 0.3, 1.1], [0.6, -0.1, -0.1], [2.0, -0.2, -1.7], [-2.6, 0.9, -0.9], [-1.1, -0.5, 2.3], [-0.4, -2.3, 0.7], [-3.8, -3.8, -0.6], [-2.1, 1.6, 0.6], [4.5, -0.4, 0.0], [0.1, 1.5, 0.7], [1.5, 2.2, 0.0], [-0.3, -1.1, -0.7], [-0.8, 4.2, -3.8], [-1.3, -1.4, 0.2], [1.1, 0.2, -0.4], [1.3, -3.0, 0.6], [0.4, 0.1, 2.9], [-0.6, -0.3, 0.4], [-0.2, -2.7, -0.2], [-1.4, 1.9, -2.5], [-1.7, -0.7, 0.5], [0.8, 1.4, 2.6], [1.8, 0.2, -2.2], [0.6, -0.1, 2.0]], "lowdin_charge": [0.3389, 0.0220, 0.0222, 0.2011, 0.0839, -0.0356, -0.3973, -0.2374, -0.1759, -0.1051, 0.0507, 0.1069, 0.0233, 0.0219, 0.1714, 0.1182, 0.0796, 0.1273, 0.0847, 0.1029, 0.0721, 0.0806, -0.0749, -0.3840, -0.2046, -0.1690, -0.0519, 0.0804, 0.0394, 0.0591, 0.1076, 0.1755, 0.0623, 0.1669, 0.1046, 0.0618, 0.0674, 0.0369, 0.0154, -0.0609, -0.4230, -0.1690, -0.1765, -0.1101, 0.0220, 0.0987, 0.0968, 0.0786, 0.1021, 0.0016, 0.1465, 0.0807, 0.0747, 0.0748, 0.1344, 0.1181, -0.1676, -0.1511, 0.0390, 0.0757, 0.1122, 0.1138, -0.2175, -0.1474, 0.0629, 0.1394, 0.1058, 0.0789, -0.1947, -0.2072, 0.0851, 0.1275, 0.1068, 0.0995]}

[2]
{"formula": "C15H4BrCl8NO3V", "method": "ωB97M-V with the def2-TZVPD basis set", "lumo_ev": [-0.4, -0.3], "spin_multiplicity": 2, "energy_ha": -8054.0546, "relative_energy_kcal_mol": 11.3, "e_homo_ev": [-7.7, -7.3], "species": ["V", "Cl", "C", "C", "Cl", "C", "Cl", "C", "O", "C", "Cl", "C", "Cl", "Cl", "C", "Cl", "Cl", "C", "N", "Br", "C", "C", "C", "C", "C", "C", "C", "O", "O", "H", "H", "H", "H"], "xyz": [[-0.99079, 0.01891, -0.57015], [-0.06896, 5.98898, 3.48844], [-0.38493, 4.77378, 2.30396], [-0.71553, 3.48328, 2.70281], [-0.81352, 3.06124, 4.37239], [-0.97045, 2.52539, 1.73560], [-1.38003, 0.88035, 2.16560], [-0.91238, 2.81078, 0.37588], [-1.22071, 1.85826, -0.48467], [-0.57425, 4.10084, -0.01949], [-0.48773, 4.45242, -1.70342], [-0.31232, 5.07233, 0.94351], [0.10635, 6.66747, 0.44148], [-5.17349, -2.17368, -3.10756], [-5.23138, -0.94004, -1.84587], [-6.18294, -1.55354, -0.47338], [-5.94155, 0.55550, -2.44098], [-3.86095, -0.64150, -1.42777], [-2.78338, -0.40247, -1.09496], [5.55328, -5.28393, -0.70525], [4.11502, -4.07600, -0.54443], [4.38192, -2.74203, -0.26974], [3.32213, -1.85785, -0.15335], [2.01719, -2.31052, -0.30753], [1.76601, -3.64952, -0.57579], [2.81936, -4.54242, -0.70235], [0.89639, -1.35751, -0.15825], [-0.33702, -1.80166, -0.18537], [1.08131, -0.12770, -0.06501], [5.40189, -2.40503, -0.14941], [3.49808, -0.81097, 0.05549], [0.74445, -3.98676, -0.68502], [2.63896, -5.58639, -0.91539]], "forces_ev_per_a": [[0.6, 0.1, 0.8], [0.0, -0.1, -0.1], [0.0, 0.2, 0.1], [-0.1, -0.2, 0.1], [0.0, 0.1, -0.2], [0.0, -0.2, 0.5], [0.1, 0.2, -0.3], [-0.3, -1.0, -0.7], [-0.1, 1.3, -0.1], [0.1, 0.4, 0.1], [0.0, -0.1, 0.1], [0.0, 0.1, -0.2], [0.0, -0.1, 0.0], [0.0, -0.1, -0.2], [0.4, 0.0, 0.3], [0.1, 0.0, 0.0], [-0.1, 0.2, -0.1], [-0.4, -0.2, 0.0], [-0.9, -0.1, -0.3], [0.1, -0.1, 0.0], [0.0, 0.1, 0.0], [-0.1, 0.0, 0.0], [0.1, 0.0, 0.0], [0.0, 0.0, 0.2], [0.0, -0.1, 0.0], [-0.1, 0.1, 0.0], [-0.4, -0.4, 0.1], [0.8, 0.0, -0.2], [0.3, 0.0, -0.1], [0.0, 0.0, 0.0], [0.0, 0.0, 0.0], [0.0, 0.0, 0.0], [0.0, 0.0, 0.0]], "lowdin_charge": [0.9131, 0.6736, -0.7070, -0.6927, 0.6934, -0.5527, 0.7727, -0.4368, -0.2663, -0.6081, 0.7232, -0.6871, 0.6873, 0.6245, -1.6162, 0.6065, 0.6392, -0.2966, 0.0725, 0.7561, -0.6906, -0.1101, 0.0008, -0.1384, -0.0028, -0.1116, -0.5513, -0.1248, -0.0234, 0.1034, 0.1254, 0.1218, 0.1028]}

[3]
{"formula": "C15H50F3O13", "method": "ωB97M-V with the def2-TZVPD basis set", "lumo_ev": [0.2, -2.4], "spin_multiplicity": 2, "energy_ha": -1878.8884, "e_homo_ev": [-9.1, -9.0], "species": ["C", "O", "O", "C", "F", "F", "F", "C", "C", "H", "H", "H", "H", "H", "H", "C", "O", "H", "H", "H", "H", "C", "O", "H", "H", "H", "H", "C", "O", "H", "H", "H", "H", "C", "O", "H", "H", "H", "H", "C", "O", "H", "H", "H", "H", "C", "O", "H", "H", "H", "H", "C", "O", "H", "H", "H", "H", "C", "O", "H", "H", "H", "H", "C", "O", "H", "H", "H", "H", "C", "O", "H", "H", "H", "H", "C", "O", "H", "H", "H", "H"], "xyz": [[0.69451, 2.32131, -0.84150], [-0.18390, 1.40579, -0.15021], [0.13153, 3.59289, -0.60740], [2.19884, 2.10672, -0.46757], [2.62729, 0.87175, -0.70647], [3.07795, 2.94237, -1.09384], [2.50922, 2.42546, 0.80839], [-0.26251, -0.01157, -0.54288], [-1.32908, -0.65732, 0.25083], [-2.28844, -0.19867, 0.01129], [-1.43553, -1.69719, -0.05808], [-1.10950, -0.65064, 1.31846], [0.66459, -0.58043, -0.47224], [-0.60461, -0.03886, -1.57745], [0.60793, 2.01754, -1.88472], [-2.79348, 2.28528, -2.61340], [-3.23271, 3.54548, -2.17761], [-3.65035, 1.64809, -2.83215], [-2.18103, 2.34430, -3.51313], [-2.28422, 1.74987, -1.81208], [-3.96994, 3.81131, -2.73208], [2.45778, 0.82540, -4.19039], [1.61668, 1.52417, -5.04569], [3.20229, 1.49638, -3.76194], [1.90009, 0.46151, -3.32745], [2.84248, -0.05364, -4.70751], [0.79975, 1.02436, -5.11207], [-1.74405, -2.53427, -3.06828], [-2.01347, -1.38970, -3.78875], [-0.76130, -2.53492, -2.59680], [-2.47379, -2.67343, -2.27065], [-1.82099, -3.42897, -3.68608], [-2.96724, -1.31371, -3.86718], [-3.75241, -5.03565, 0.59286], [-3.12590, -3.80097, 0.39451], [-4.79813, -4.97239, 0.29190], [-3.22685, -5.74773, -0.04340], [-3.66873, -5.39145, 1.61975], [-2.17591, -3.92902, 0.44684], [1.50919, 0.99664, 3.77154], [1.52343, 2.13471, 4.64286], [1.25697, 1.32628, 2.76366], [2.47681, 0.52474, 3.60085], [0.77995, 0.22541, 4.01958], [1.93033, 1.86510, 5.46950], [5.34458, -0.49649, -2.64139], [6.49266, -1.17416, -2.20959], [4.66063, -1.20485, -3.10887], [4.74239, -0.06117, -1.84392], [5.56318, 0.20925, -3.44280], [7.12125, -0.56444, -1.81623], [0.74462, -3.95838, 1.17187], [-0.42522, -4.55769, 0.52485], [1.49997, -3.65237, 0.44805], [0.47373, -2.98894, 1.59010], [1.14821, -4.55943, 1.98671], [-0.25010, -5.48459, 0.34661], [-4.52690, -0.82553, 2.05005], [-5.21501, -0.25966, 3.15764], [-4.34757, -0.09887, 1.25764], [-3.53314, -1.11561, 2.39122], [-5.01120, -1.72038, 1.65915], [-6.12264, -0.30744, 2.84854], [3.46254, -1.73346, 0.61516], [3.59058, -2.27782, 1.89024], [3.56723, -2.46926, -0.18216], [2.44264, -1.34975, 0.58939], [4.09154, -0.85127, 0.49595], [4.53201, -2.33716, 2.06858], [-1.94554, 2.29556, 2.64266], [-2.00525, 2.78798, 1.34702], [-2.61424, 2.77994, 3.35422], [-2.23508, 1.25902, 2.81546], [-0.92799, 2.51457, 2.96627], [-1.28768, 2.39246, 0.84677], [0.88636, 4.89992, 2.66054], [-0.27670, 5.60515, 2.16246], [0.94305, 3.90195, 2.22588], [1.81747, 5.35030, 2.31662], [0.95177, 4.77194, 3.74102], [-0.30572, 6.44834, 2.62050]], "forces_ev_per_a": [[-2.0, -0.3, 0.9], [1.5, -0.8, 0.1], [1.9, -1.8, -0.8], [1.8, 2.4, 1.1], [-0.6, -0.3, -0.1], [-1.1, -0.4, -1.3], [-1.2, -0.9, 0.5], [0.0, 0.9, -0.8], [-0.7, -0.4, 0.4], [0.0, 0.2, 0.4], [0.2, -0.1, 0.0], [-0.2, 0.2, 0.0], [0.3, 0.5, 0.2], [0.3, 0.1, -0.4], [0.1, 0.7, -0.7], [-0.6, -0.6, -0.1], [0.1, 0.3, 0.2], [-0.1, -0.2, -0.2], [0.3, 0.0, 0.0], [0.3, 0.4, 0.1], [0.0, 0.1, 0.0], [-0.2, -0.6, 0.8], [-0.6, 0.8, -0.5], [0.3, -0.1, -0.5], [-0.1, -0.2, 0.3], [0.7, 0.0, 0.2], [-0.1, 0.1, -0.2], [-0.4, -1.6, 0.9], [0.1, 1.4, -0.6], [0.1, 0.4, -0.2], [0.0, 0.0, 0.3], [0.2, -0.2, -0.2], [0.0, 0.1, -0.1], [0.5, -0.4, -0.3], [-0.5, 1.1, 0.0], [0.1, 0.0, 0.1], [-0.4, -0.6, -0.1], [-0.2, 0.0, 0.2], [0.3, -0.2, 0.1], [0.0, 0.2, -0.8], [0.0, -0.7, -0.5], [-0.3, 0.4, 0.1], [0.3, 0.0, 0.6], [-0.1, 0.1, 0.4], [0.0, 0.0, 0.1], [-0.7, -0.1, -0.6], [0.2, -0.5, 0.2], [0.2, -0.4, 0.0], [0.3, 0.4, 0.2], [0.1, 0.4, 0.2], [-0.1, 0.1, 0.0], [-0.6, 0.4, -0.4], [1.0, 0.6, 0.6], [0.2, -0.7, -0.2], [-0.6, -0.2, 0.2], [0.0, -0.1, -0.3], [0.1, 0.0, 0.0], [1.1, -0.1, 0.2], [-0.3, -0.3, -0.6], [-0.3, 0.1, -0.2], [0.0, -0.1, 0.1], [-0.1, 0.0, -0.1], [-0.3, 0.4, 0.6], [-1.0, 0.8, -0.2], [0.5, -0.5, 0.8], [0.3, 0.0, -0.1], [-0.1, 0.0, -0.3], [0.3, -0.2, -0.3], [0.0, -0.2, 0.3], [0.7, 0.3, 1.1], [-1.3, 0.1, -0.5], [-0.1, 0.7, -0.5], [0.3, -0.6, -0.6], [0.1, -0.5, 0.8], [-0.1, 0.0, -0.1], [0.0, 0.1, -0.6], [0.9, -0.7, 0.6], [-0.6, 0.0, 0.0], [0.1, 0.5, 0.0], [-0.4, 0.2, 0.1], [0.0, 0.1, 0.0]], "lowdin_charge": [-0.2561, -0.1320, 0.1873, -0.5158, 0.1392, 0.1263, 0.1352, -0.2188, -0.0615, 0.0835, 0.0648, 0.0868, 0.0999, 0.1091, 0.1680, -0.1684, -0.0960, 0.0755, 0.0780, 0.0601, 0.0757, -0.1907, -0.0998, 0.0827, 0.0590, 0.0831, 0.0785, -0.1952, -0.1095, 0.0768, 0.0734, 0.0785, 0.0836, -0.1694, -0.1475, 0.0795, 0.0727, 0.0768, 0.0126, -0.1581, -0.1117, 0.0469, 0.0738, 0.0780, 0.0729, -0.1885, -0.1059, 0.0768, 0.0552, 0.0799, 0.0792, -0.0924, -0.1352, 0.0597, 0.0734, 0.0892, 0.0858, -0.1741, -0.1130, 0.0697, 0.0668, 0.0752, 0.0681, -0.1896, -0.1056, 0.0865, 0.0515, 0.0770, 0.0828, -0.1694, -0.1069, 0.0839, 0.0614, 0.0606, 0.0119, -0.1468, -0.1108, 0.0432, 0.0744, 0.0723, 0.0661]}

Q: Which formula does entry 3 have?
A: C15H50F3O13